11 unconnected molecules or ions with the total composition C50H114ClNO33P4S2 at a distorted geometry. Source: the OMol25 dataset; level of theory: wB97M-V/def2-TZVPD.

Summary:
Total charge: 0
Multiplicity: 1
HOMO (eV): -8.531
Lowest unoccupied orbital energy (eV): 0.17

Each atom is followed by the atoms it is bonded to, with distances in Å.
Atoms and positions in Å:
1 C 3.91 0.79 -1.70  C2 1.520, H11 1.090, H12 1.090, H13 1.090
2 C 2.69 0.10 -1.11  C1 1.520, C3 1.563, H14 1.090, H15 1.090
3 C 1.90 1.03 -0.13  C2 1.563, N4 1.585, H16 1.090, H17 1.090
4 N 0.65 0.32 0.54  C3 1.585, C5 1.579, C9 1.584, C10 1.539
5 C -0.22 1.49 1.14  N4 1.579, C6 1.617, H18 1.090, H19 1.090
6 C -1.65 0.90 1.59  C5 1.617, C7 1.562, H20 1.090, H21 1.090
7 C -2.40 0.09 0.48  C6 1.562, C8 1.488, H22 1.090, H23 1.090
8 C -1.51 -0.92 -0.15  C7 1.488, C9 1.509, H24 1.090, H25 1.090
9 C -0.17 -0.40 -0.61  N4 1.584, C8 1.509, H26 1.090, H27 1.090
10 C 1.03 -0.62 1.70  N4 1.539, H28 1.090, H29 1.090, H30 1.090
11 H 4.32 0.19 -2.51  C1 1.090
12 H 4.65 1.03 -0.93  C1 1.090
13 H 3.68 1.77 -2.12  C1 1.090
14 H 3.16 -0.66 -0.48  C2 1.090
15 H 2.08 -0.24 -1.94  C2 1.090
16 H 1.40 1.80 -0.72  C3 1.090
17 H 2.47 1.66 0.55  C3 1.090
18 H -0.31 2.11 0.24  C5 1.090
19 H 0.16 2.12 1.95  C5 1.090
20 H -2.12 1.88 1.59  C6 1.090
21 H -1.51 0.43 2.56  C6 1.090
22 H -2.86 0.80 -0.21  C7 1.090
23 H -3.31 -0.42 0.80  C7 1.090
24 H -2.02 -1.39 -1.00  C8 1.090
25 H -1.41 -1.75 0.54  C8 1.090
26 H -0.40 0.40 -1.31  C9 1.090
27 H 0.55 -1.08 -1.07  C9 1.090
28 H 1.76 -0.03 2.25  C10 1.090
29 H 1.48 -1.50 1.25  C10 1.090
30 H 0.18 -0.86 2.34  C10 1.090
31 Cl -1.63 2.95 -3.02  O32 1.433, O33 1.401, O34 1.417, O35 1.389
32 O -2.82 2.96 -2.21  Cl31 1.433
33 O -0.54 3.12 -2.16  Cl31 1.401
34 O -1.48 1.72 -3.71  Cl31 1.417
35 O -1.84 3.99 -3.92  Cl31 1.389
36 C 0.43 -2.45 -3.95  C37 1.508, C42 1.496, H43 1.090, H44 1.090
37 C 1.31 -1.73 -4.93  C36 1.508, C38 1.569, H45 1.090, H46 1.090
38 C 0.38 -1.46 -6.17  C37 1.569, S39 1.773, H47 1.090, H48 1.090
39 S -0.31 -3.05 -6.53  C38 1.773, O40 1.430, O41 1.455, C42 1.917
40 O 0.43 -3.72 -7.55  S39 1.430
41 O -1.72 -2.83 -6.84  S39 1.455
42 C -0.01 -3.65 -4.73  C36 1.496, S39 1.917, H49 1.090, H50 1.090
43 H -0.33 -1.69 -3.75  C36 1.090
44 H 0.92 -2.71 -3.01  C36 1.090
45 H 2.22 -2.28 -5.15  C37 1.090
46 H 1.55 -0.76 -4.50  C37 1.090
47 H 0.78 -1.13 -7.13  C38 1.090
48 H -0.47 -0.86 -5.85  C38 1.090
49 H 0.92 -4.21 -4.83  C42 1.090
50 H -0.67 -4.44 -4.37  C42 1.090
51 C -7.63 2.13 1.51  C52 1.520, C57 1.590, H58 1.090, H59 1.090
52 C -6.58 1.94 0.43  C51 1.520, C53 1.589, H60 1.090, H61 1.090
53 C -5.77 3.30 0.32  C52 1.589, S54 1.864, H62 1.090, H63 1.090
54 S -5.34 3.63 2.11  C53 1.864, O55 1.437, O56 1.468, C57 1.835
55 O -5.16 5.04 2.30  S54 1.437
56 O -4.36 2.65 2.60  S54 1.468
57 C -7.02 3.11 2.61  C51 1.590, S54 1.835, H64 1.090, H65 1.090
58 H -8.03 1.21 1.93  C51 1.090
59 H -8.44 2.62 0.98  C51 1.090
60 H -6.99 1.60 -0.53  C52 1.090
61 H -6.08 1.08 0.87  C52 1.090
62 H -6.54 4.01 0.00  C53 1.090
63 H -4.81 3.33 -0.19  C53 1.090
64 H -7.52 4.04 2.36  C57 1.090
65 H -7.12 2.80 3.65  C57 1.090
66 C 2.26 2.44 -5.03  O67 1.315, H72 1.090, H73 1.090, H74 1.090
67 O 3.23 1.65 -4.61  C66 1.315, C68 1.454
68 C 3.92 0.74 -5.50  O67 1.454, O69 1.239, O70 1.440
69 O 4.80 -0.01 -5.07  C68 1.239
70 O 3.28 0.71 -6.79  C68 1.440, C71 1.369
71 C 3.98 0.23 -7.86  O70 1.369, H75 1.090, H76 1.090, H77 1.090
72 H 2.40 3.01 -5.94  C66 1.090
73 H 1.91 3.19 -4.31  C66 1.090
74 H 1.48 1.73 -5.27  C66 1.090
75 H 3.35 0.25 -8.75  C71 1.090
76 H 4.20 -0.82 -7.71  C71 1.090
77 H 4.87 0.81 -8.10  C71 1.090
78 C -4.15 -1.51 -3.22  O79 1.452, H84 1.090, H85 1.090, H86 1.090
79 O -4.05 -2.62 -2.30  C78 1.452, C80 1.303
80 C -3.59 -3.72 -2.82  O79 1.303, O81 1.240, O82 1.275
81 O -3.26 -3.86 -4.01  C80 1.240
82 O -3.58 -4.62 -1.92  C80 1.275, C83 1.466
83 C -3.03 -5.92 -2.31  O82 1.466, H87 1.090, H88 1.090, H89 1.090
84 H -4.90 -0.89 -2.72  C78 1.090
85 H -4.59 -1.86 -4.16  C78 1.090
86 H -3.14 -1.12 -3.35  C78 1.090
87 H -2.92 -6.12 -3.37  C83 1.090
88 H -3.70 -6.68 -1.91  C83 1.090
89 H -2.02 -6.15 -1.96  C83 1.090
90 C 5.59 -3.05 1.21  O91 1.418, H96 1.090, H97 1.090, H98 1.090
91 O 6.98 -2.77 1.21  C90 1.418, C92 1.438
92 C 7.56 -1.95 2.24  O91 1.438, O93 1.239, O94 1.300
93 O 7.01 -1.60 3.29  C92 1.239
94 O 8.75 -1.62 1.84  C92 1.300, C95 1.385
95 C 9.62 -0.94 2.69  O94 1.385, H99 1.090, H100 1.090, H101 1.090
96 H 5.55 -3.87 0.49  C90 1.090
97 H 5.08 -2.15 0.86  C90 1.090
98 H 5.14 -3.54 2.07  C90 1.090
99 H 10.43 -0.54 2.07  C95 1.090
100 H 10.03 -1.42 3.57  C95 1.090
101 H 9.15 -0.04 3.10  C95 1.090
102 C -7.70 -3.57 -3.10  C103 1.520, H113 1.090, H114 1.090, H115 1.090
103 C -9.05 -3.58 -2.40  C102 1.520, O104 1.473, H116 1.090, H117 1.090
104 O -8.93 -2.95 -1.07  C103 1.473, P105 1.672
105 P -8.16 -1.48 -0.90  O104 1.672, O106 1.497, O107 1.616, O110 1.606
106 O -8.15 -0.47 -2.01  P105 1.497
107 O -8.80 -0.82 0.42  P105 1.616, C108 1.436
108 C -10.16 -0.36 0.41  O107 1.436, C109 1.590, H118 1.090, H119 1.090
109 C -10.87 -0.58 1.81  C108 1.590, H120 1.090, H121 1.090, H122 1.090
110 O -6.68 -1.91 -0.45  P105 1.606, C111 1.420
111 C -6.39 -2.99 0.44  O110 1.420, C112 1.528, H123 1.090, H124 1.090
112 C -5.86 -2.37 1.73  C111 1.528, H125 1.090, H126 1.090, H127 1.090
113 H -7.76 -4.08 -4.05  C102 1.090
114 H -7.40 -2.55 -3.38  C102 1.090
115 H -6.88 -3.93 -2.47  C102 1.090
116 H -9.76 -2.93 -2.91  C103 1.090
117 H -9.50 -4.56 -2.27  C103 1.090
118 H -10.03 0.70 0.17  C108 1.090
119 H -10.86 -0.74 -0.34  C108 1.090
120 H -10.78 -1.63 2.11  C109 1.090
121 H -10.60 0.10 2.61  C109 1.090
122 H -11.90 -0.29 1.60  C109 1.090
123 H -7.27 -3.63 0.48  C111 1.090
124 H -5.53 -3.47 -0.02  C111 1.090
125 H -5.33 -1.52 1.31  C112 1.090
126 H -6.73 -2.10 2.32  C112 1.090
127 H -5.13 -3.00 2.25  C112 1.090
128 C 12.94 1.30 -0.86  C129 1.585, H139 1.090, H140 1.090, H141 1.090
129 C 11.50 1.68 -1.40  C128 1.585, O130 1.443, H142 1.090, H143 1.090
130 O 10.79 1.52 -0.16  C129 1.443, P131 1.622
131 P 9.23 1.17 -0.45  O130 1.622, O132 1.494, O133 1.624, O136 1.621
132 O 9.04 -0.18 -1.07  P131 1.494
133 O 8.35 1.41 0.89  P131 1.624, C134 1.492
134 C 6.89 1.09 0.94  O133 1.492, C135 1.535, H144 1.090, H145 1.090
135 C 6.12 2.42 0.98  C134 1.535, H146 1.090, H147 1.090, H148 1.090
136 O 8.81 2.42 -1.39  P131 1.621, C137 1.445
137 C 8.66 2.19 -2.81  O136 1.445, C138 1.572, H149 1.090, H150 1.090
138 C 7.23 1.63 -3.18  C137 1.572, H151 1.090, H152 1.090, H153 1.090
139 H 13.25 0.28 -0.64  C128 1.090
140 H 13.63 1.57 -1.66  C128 1.090
141 H 13.26 2.06 -0.15  C128 1.090
142 H 11.59 2.70 -1.79  C129 1.090
143 H 11.44 0.85 -2.10  C129 1.090
144 H 6.92 0.46 0.05  C134 1.090
145 H 6.56 0.57 1.83  C134 1.090
146 H 6.37 2.94 0.06  C135 1.090
147 H 5.03 2.42 1.02  C135 1.090
148 H 6.46 3.11 1.75  C135 1.090
149 H 8.47 3.13 -3.32  C137 1.090
150 H 9.51 1.67 -3.26  C137 1.090
151 H 7.16 0.69 -2.64  C138 1.090
152 H 6.32 2.13 -2.85  C138 1.090
153 H 7.00 1.47 -4.23  C138 1.090
154 C -2.64 -6.71 1.74  C155 1.512, H165 1.090, H166 1.090, H167 1.090
155 C -2.73 -6.02 3.08  C154 1.512, O156 1.382, H168 1.090, H169 1.090
156 O -2.72 -4.67 2.81  C155 1.382, P157 1.593
157 P -1.53 -3.64 3.09  O156 1.593, O158 1.488, O159 1.612, O162 1.662
158 O -0.42 -3.71 2.11  P157 1.488
159 O -2.25 -2.20 3.19  P157 1.612, C160 1.508
160 C -3.28 -1.97 4.26  O159 1.508, C161 1.539, H170 1.090, H171 1.090
161 C -3.58 -0.46 4.31  C160 1.539, H172 1.090, H173 1.090, H174 1.090
162 O -1.28 -3.99 4.69  P157 1.662, C163 1.418
163 C -0.06 -3.78 5.38  O162 1.418, C164 1.468, H175 1.090, H176 1.090
164 C 0.14 -4.97 6.21  C163 1.468, H177 1.090, H178 1.090, H179 1.090
165 H -1.59 -6.84 1.46  C154 1.090
166 H -3.01 -7.71 1.92  C154 1.090
167 H -3.15 -6.23 0.91  C154 1.090
168 H -3.73 -6.14 3.51  C155 1.090
169 H -1.97 -6.36 3.79  C155 1.090
170 H -4.13 -2.65 4.20  C160 1.090
171 H -2.73 -2.21 5.17  C160 1.090
172 H -4.46 -0.25 4.92  C161 1.090
173 H -2.67 -0.09 4.80  C161 1.090
174 H -3.60 -0.10 3.28  C161 1.090
175 H 0.79 -3.43 4.79  C163 1.090
176 H -0.48 -2.90 5.87  C163 1.090
177 H 0.77 -4.78 7.08  C164 1.090
178 H -0.85 -5.11 6.64  C164 1.090
179 H 0.46 -5.83 5.63  C164 1.090
180 C 2.37 5.84 0.05  C181 1.545, H191 1.090, H192 1.090, H193 1.090
181 C 1.30 5.07 0.85  C180 1.545, O182 1.410, H194 1.090, H195 1.090
182 O 1.98 4.05 1.55  C181 1.410, P183 1.669
183 P 1.94 4.13 3.22  O182 1.669, O184 1.493, O185 1.672, O188 1.616
184 O 2.38 2.92 3.98  P183 1.493
185 O 2.73 5.57 3.49  P183 1.672, C186 1.504
186 C 2.11 6.42 4.57  O185 1.504, C187 1.497, H196 1.090, H197 1.090
187 C 3.11 7.53 4.73  C186 1.497, H198 1.090, H199 1.090, H200 1.090
188 O 0.43 4.64 3.50  P183 1.616, C189 1.433
189 C -0.34 4.08 4.57  O188 1.433, C190 1.653, H201 1.090, H202 1.090
190 C -1.96 4.39 4.36  C189 1.653, H203 1.090, H204 1.090, H205 1.090
191 H 3.07 6.35 0.72  C180 1.090
192 H 2.82 5.03 -0.53  C180 1.090
193 H 1.93 6.53 -0.66  C180 1.090
194 H 0.87 5.80 1.54  C181 1.090
195 H 0.46 4.71 0.25  C181 1.090
196 H 1.13 6.81 4.31  C186 1.090
197 H 1.96 5.80 5.45  C186 1.090
198 H 3.49 7.90 3.78  C187 1.090
199 H 2.51 8.34 5.13  C187 1.090
200 H 3.69 7.23 5.60  C187 1.090
201 H -0.05 3.04 4.69  C189 1.090
202 H 0.01 4.61 5.45  C189 1.090
203 H -2.55 4.16 5.24  C190 1.090
204 H -2.16 5.42 4.06  C190 1.090
205 H -2.41 3.72 3.63  C190 1.090